# 1
A cluster of 2 separate species, C24H23N2O2 in total. Source: the OMol25 dataset; level of theory: ωB97M-V/def2-TZVPD.

The HOMO energy comes out at -10.68 eV. The calculation puts the energy above the lowest of the compared OMol25 structures with the same formula, charge and spin at 0.565 eV. The orbital gap is 5.97 eV. The maximum force comes out at 2.38 eV/Å.

ORCA input file:
```
! RIJCOSX wB97M-V def2-TZVPD def2/J DEFGRID3
* xyz 1 1
C -6.022 -1.796 2.591
O -4.762 -1.267 3.052
C -3.930 -0.593 2.211
C -2.644 -0.270 2.726
C -1.659 0.192 1.893
C -1.905 0.437 0.498
C -0.815 0.777 -0.342
C -0.824 0.860 -1.761
C 0.144 1.696 -2.411
C 0.158 1.802 -3.789
C -0.833 1.133 -4.552
O -0.791 1.419 -5.882
C 0.313 2.370 -6.094
C 1.015 2.569 -4.749
C -1.790 0.287 -3.962
C -1.743 0.125 -2.594
C -3.272 0.326 0.070
C -4.248 -0.242 0.871
H -6.454 -2.255 3.482
H -6.679 -0.995 2.229
H -5.879 -2.557 1.812
H -2.466 -0.448 3.783
H -0.656 0.380 2.277
H 0.135 0.995 0.151
H 0.827 2.288 -1.802
H 0.965 1.950 -6.868
H -0.117 3.302 -6.481
H 1.095 3.628 -4.489
H 2.034 2.170 -4.801
H -2.524 -0.189 -4.606
H -2.457 -0.554 -2.129
H -3.546 0.696 -0.920
H -5.248 -0.433 0.471
C 4.093 -3.071 0.797
N 3.322 -1.874 1.107
C 2.234 -1.354 0.464
N 1.797 -0.231 1.071
C 2.642 -0.009 2.152
C 3.607 -1.045 2.188
C 4.601 -1.165 3.137
C 4.650 -0.171 4.132
C 3.721 0.883 4.129
C 2.712 0.978 3.146
H 4.882 -3.147 1.554
H 3.462 -3.969 0.847
H 4.555 -2.999 -0.196
H 1.827 -1.827 -0.425
H 5.289 -2.008 3.081
H 5.417 -0.233 4.900
H 3.789 1.646 4.912
H 1.981 1.791 3.122
*
```

Listed below, in e, are the Löwdin charges computed for each atom:
1 C -0.035
2 O -0.056
3 C -0.214
4 C 0.026
5 C 0.013
6 C -0.183
7 C 0.087
8 C -0.182
9 C 0.066
10 C -0.131
11 C -0.185
12 O 0.020
13 C -0.097
14 C -0.087
15 C 0.037
16 C -0.002
17 C 0.003
18 C 0.017
19 H 0.101
20 H 0.098
21 H 0.104
22 H 0.132
23 H 0.114
24 H 0.095
25 H 0.138
26 H 0.131
27 H 0.131
28 H 0.129
29 H 0.130
30 H 0.131
31 H 0.113
32 H 0.119
33 H 0.119
34 C -0.001
35 N -0.080
36 C -0.098
37 N 0.083
38 C -0.239
39 C -0.182
40 C -0.012
41 C -0.075
42 C -0.084
43 C -0.019
44 H 0.076
45 H 0.100
46 H 0.099
47 H 0.132
48 H 0.102
49 H 0.105
50 H 0.106
51 H 0.106

=====

# 2
An isolated molecule of C24H23N3O4. Source: the OMol25 dataset; level of theory: ωB97M-V/def2-TZVPD.

The HOMO energy comes out at -8.16 eV. The calculation puts the energy above the lowest of the compared OMol25 structures with the same formula, charge and spin at 0.205 eV. The orbital gap is 8.75 eV. The maximum force comes out at 0.56 eV/Å.

ORCA input file:
```
! RIJCOSX wB97M-V def2-TZVPD def2/J DEFGRID3
* xyz 0 1
C -4.731 -3.418 1.643
C -4.831 -3.030 0.170
O -4.209 -1.793 -0.111
C -2.854 -1.721 -0.209
C -1.973 -2.795 -0.128
C -0.610 -2.586 -0.247
C -0.105 -1.313 -0.461
N 1.308 -1.136 -0.560
C 1.939 -1.678 -1.648
O 1.368 -2.320 -2.501
N 3.305 -1.503 -1.689
C 4.062 -0.986 -0.663
C 5.450 -1.092 -0.655
C 6.176 -0.594 0.410
C 5.531 0.005 1.481
C 4.152 0.122 1.473
C 3.416 -0.370 0.408
C 1.919 -0.169 0.344
O 1.312 -0.271 1.608
C 1.713 1.275 -0.200
O 2.057 1.565 -1.325
N 1.205 2.128 0.701
C 0.791 3.472 0.336
C -0.649 3.465 -0.111
C -0.959 3.283 -1.453
C -2.279 3.191 -1.859
C -3.300 3.277 -0.927
C -2.997 3.456 0.413
C -1.677 3.546 0.819
C -0.982 -0.241 -0.565
C -2.338 -0.442 -0.431
H -3.694 -3.551 1.941
H -5.271 -4.345 1.816
H -5.167 -2.635 2.259
H -5.880 -2.872 -0.099
H -4.428 -3.823 -0.472
H -2.327 -3.802 0.024
H 0.066 -3.425 -0.190
H 3.767 -1.896 -2.495
H 5.949 -1.564 -1.488
H 7.252 -0.676 0.407
H 6.099 0.390 2.313
H 3.634 0.600 2.292
H 1.447 -1.165 1.944
H 0.835 1.731 1.552
H 0.933 4.123 1.202
H 1.443 3.793 -0.479
H -0.161 3.203 -2.176
H -2.511 3.047 -2.903
H -4.330 3.203 -1.243
H -3.790 3.520 1.143
H -1.443 3.682 1.866
H -0.611 0.749 -0.769
H -3.024 0.386 -0.510
*
```

Listed below, in e, are the Löwdin charges computed for each atom:
1 C -0.065
2 C -0.249
3 O -0.050
4 C -0.261
5 C -0.010
6 C 0.002
7 C -0.203
8 N 0.104
9 C -0.480
10 O 0.094
11 N 0.173
12 C -0.180
13 C -0.013
14 C -0.082
15 C -0.085
16 C -0.016
17 C -0.075
18 C -0.344
19 O 0.038
20 C -0.431
21 O 0.107
22 N 0.108
23 C -0.114
24 C -0.221
25 C -0.047
26 C -0.077
27 C -0.100
28 C -0.086
29 C -0.045
30 C 0.025
31 C 0.027
32 H 0.066
33 H 0.076
34 H 0.078
35 H 0.122
36 H 0.116
37 H 0.105
38 H 0.124
39 H 0.161
40 H 0.112
41 H 0.104
42 H 0.100
43 H 0.119
44 H 0.133
45 H 0.141
46 H 0.126
47 H 0.127
48 H 0.117
49 H 0.106
50 H 0.103
51 H 0.103
52 H 0.111
53 H 0.098
54 H 0.109

=====

# 3
An isolated molecule of C24H23N3O7. Source: the OMol25 dataset; level of theory: ωB97M-V/def2-TZVPD.

The HOMO energy comes out at -7.91 eV. The orbital gap is 7.18 eV. The maximum force comes out at 1.26 eV/Å.

ORCA input file:
```
! RIJCOSX wB97M-V def2-TZVPD def2/J DEFGRID3
* xyz 0 1
C -2.003 -2.526 2.534
O -2.265 -1.151 2.328
C -2.564 -0.794 1.034
C -3.867 -0.441 0.760
C -4.263 -0.003 -0.515
N -5.559 0.324 -0.804
C -6.632 0.203 0.161
C -6.863 1.550 0.858
O -7.176 2.543 -0.094
C -6.157 2.667 -1.059
C -5.900 1.335 -1.784
C -3.270 0.010 -1.514
C -1.979 -0.362 -1.251
C -1.562 -0.757 0.031
C -0.216 -1.003 0.424
C 0.930 -1.357 -0.239
C 1.033 -1.779 -1.631
O 0.127 -1.887 -2.432
N 2.314 -2.120 -2.033
C 3.476 -2.124 -1.299
O 4.531 -2.455 -1.785
N 3.332 -1.750 0.017
C 4.547 -1.720 0.836
C 5.228 -0.382 0.723
C 4.828 0.667 1.537
C 5.408 1.930 1.443
C 6.397 2.094 0.505
C 6.799 1.043 -0.322
C 6.229 -0.202 -0.236
O 7.793 1.480 -1.159
C 8.008 2.834 -0.831
O 7.130 3.213 0.206
C 2.135 -1.385 0.613
O 2.111 -1.106 1.796
H -2.916 -3.118 2.399
H -1.233 -2.903 1.855
H -1.658 -2.617 3.562
H -4.560 -0.481 1.586
H -6.426 -0.586 0.880
H -7.539 -0.063 -0.392
H -7.715 1.501 1.537
H -5.960 1.835 1.419
H -6.496 3.430 -1.761
H -5.222 2.999 -0.581
H -5.105 1.471 -2.512
H -6.812 1.022 -2.304
H -3.521 0.294 -2.523
H -1.256 -0.335 -2.048
H -0.053 -0.863 1.492
H 2.407 -2.424 -2.996
H 5.200 -2.516 0.474
H 4.239 -1.911 1.865
H 4.042 0.500 2.258
H 5.099 2.744 2.076
H 6.530 -1.006 -0.887
H 7.825 3.463 -1.717
H 9.051 2.973 -0.500
*
```

Listed below, in e, are the Löwdin charges computed for each atom:
1 C -0.062
2 O -0.101
3 C -0.226
4 C 0.063
5 C -0.198
6 N -0.086
7 C -0.127
8 C -0.181
9 O -0.128
10 C -0.180
11 C -0.121
12 C -0.003
13 C 0.004
14 C -0.130
15 C 0.077
16 C -0.021
17 C -0.396
18 O 0.080
19 N 0.206
20 C -0.466
21 O 0.103
22 N 0.082
23 C -0.071
24 C -0.193
25 C -0.032
26 C 0.015
27 C -0.205
28 C -0.191
29 C 0.061
30 O 0.036
31 C -0.163
32 O 0.033
33 C -0.361
34 O 0.074
35 H 0.098
36 H 0.091
37 H 0.098
38 H 0.115
39 H 0.116
40 H 0.133
41 H 0.128
42 H 0.129
43 H 0.128
44 H 0.133
45 H 0.110
46 H 0.132
47 H 0.104
48 H 0.105
49 H 0.131
50 H 0.170
51 H 0.130
52 H 0.129
53 H 0.107
54 H 0.118
55 H 0.123
56 H 0.139
57 H 0.139

=====

# 4
A structure of composition C24H23N3PtSSb. Source: the OMol25 dataset; level of theory: ωB97M-V/def2-TZVPD.

The HOMO energy (alpha / beta) comes out at -16.96 / -17.35 eV. The calculation puts the energy above the lowest of the compared OMol25 structures with the same formula, charge and spin at 1.320 eV. The orbital gap (alpha / beta) is 8.78 / 6.16 eV. The maximum force comes out at 0.26 eV/Å. Its expectation value of S² is 6.031.

ORCA input file:
```
! RIJCOSX wB97M-V def2-TZVPD def2/J DEFGRID3
* xyz 3 5
Pt -0.692 -0.124 -0.516
C 1.855 0.987 -2.091
C 0.997 0.168 -3.005
C 1.346 -0.039 -4.335
C 0.522 -0.787 -5.149
C -0.665 -1.300 -4.629
C -0.983 -1.068 -3.307
N -0.137 -0.363 -2.523
Sb -2.950 -1.668 -2.617
C -3.384 0.268 -1.730
C -4.594 0.861 -2.035
C -4.904 2.101 -1.484
C -3.996 2.714 -0.643
C -2.789 2.087 -0.360
C -1.757 2.691 0.540
N -2.517 0.889 -0.906
C -2.372 -2.554 -0.723
C -2.963 -3.747 -0.363
C -2.742 -4.266 0.912
C -1.950 -3.563 1.795
C -1.364 -2.367 1.395
C -0.506 -1.569 2.327
N -1.571 -1.906 0.152
H 2.068 1.959 -2.536
H 1.368 1.167 -1.124
H 2.808 0.491 -1.907
H 2.259 0.398 -4.716
H 0.784 -0.959 -6.185
H -1.339 -1.864 -5.261
H -5.293 0.366 -2.696
H -5.847 2.580 -1.712
H -4.208 3.677 -0.201
H -2.082 3.657 0.919
H -1.571 2.044 1.402
H -0.818 2.846 0.001
H -3.605 -4.269 -1.061
H -3.201 -5.199 1.210
H -1.781 -3.923 2.801
H -1.022 -1.399 3.272
H 0.423 -2.096 2.546
H -0.253 -0.586 1.909
S 4.997 -1.654 1.681
C 6.496 -1.984 2.355
C 7.159 -0.982 3.131
C 8.381 -1.266 3.670
C 8.968 -2.527 3.458
C 8.321 -3.517 2.696
C 7.098 -3.264 2.144
H 6.693 -0.018 3.284
H 8.899 -0.523 4.260
H 9.937 -2.740 3.890
H 8.795 -4.477 2.548
H 6.587 -4.013 1.554
*
```

Listed below, in e, are the Löwdin charges computed for each atom:
1 Pt 1.161
2 C -0.014
3 C -0.299
4 C 0.019
5 C 0.007
6 C -0.083
7 C -0.423
8 N -0.106
9 Sb 1.602
10 C -0.418
11 C -0.082
12 C 0.008
13 C 0.026
14 C -0.298
15 C -0.022
16 N -0.091
17 C -0.422
18 C -0.083
19 C 0.007
20 C 0.019
21 C -0.299
22 C -0.014
23 N -0.106
24 H 0.108
25 H 0.042
26 H 0.099
27 H 0.139
28 H 0.136
29 H 0.109
30 H 0.108
31 H 0.137
32 H 0.137
33 H 0.100
34 H 0.082
35 H 0.081
36 H 0.109
37 H 0.136
38 H 0.139
39 H 0.108
40 H 0.099
41 H 0.042
42 S 1.055
43 C -0.640
44 C -0.058
45 C -0.007
46 C 0.053
47 C -0.007
48 C -0.059
49 H 0.123
50 H 0.137
51 H 0.140
52 H 0.137
53 H 0.123